One molecule with the formula C15H23N5O4. Source: the Open Molecules 2025 dataset; level of theory: wB97M-V/def2-TZVPD.

Spin multiplicity: 1
Relative energy (zero: lowest compared OMol25 entry of this formula, charge and spin): 783.8 kJ/mol
Orbital gap: 8.59 eV
HOMO level: -8.076 eV
E: -31562.5351 eV
SMILES string: [H]/N=C(/N)NCCC[C@H](N)C(=O)N[C@@H](Cc1ccc(O)cc1)C(=O)O

Element x y z (Å)
H1 -2.0877 1.6608 1.4336
N1 -1.7359 2.3521 0.6939
C1 -2.4841 1.7707 -0.2113
N2 -2.5196 2.1255 -1.4820
N3 -3.6036 0.9468 0.2303
C2 -4.1222 -0.1170 -0.5975
C3 -2.9745 -1.0339 -0.7258
C4 -2.6866 -1.8582 0.7271
C5 -1.2592 -1.8656 1.3230
N4 -1.2243 -0.6680 2.2393
C6 -0.1925 -2.1840 0.3160
O1 -0.3891 -3.1395 -0.3003
N5 0.9485 -1.4766 0.1057
C7 2.0806 -1.9677 -0.6766
C8 2.5184 -0.8198 -1.6436
C9 2.4359 0.6508 -1.0536
C10 3.7411 1.1212 -0.5141
C11 3.8404 2.2505 0.2524
C12 2.6109 2.9937 0.6043
O2 2.6673 3.8773 1.5568
C13 1.4431 2.7637 -0.1914
C14 1.4148 1.7068 -1.0542
C15 3.3538 -2.5366 -0.0001
O3 4.3780 -2.5129 -0.5739
O4 3.2099 -2.4861 1.4469
H2 -3.3738 1.8063 -2.1603
H3 -1.9607 2.8543 -1.9293
H4 -3.8037 0.6210 1.1357
H5 -4.6001 0.2385 -1.6527
H6 -5.1215 -0.4937 -0.1267
H7 -2.0723 -0.8143 -1.2368
H8 -3.4138 -1.9994 -1.2704
H9 -3.4800 -1.6628 1.3189
H10 -2.8029 -2.9804 0.5294
H11 -1.3081 -2.9040 1.9695
H12 -0.6277 -0.6037 3.0853
H13 -1.0592 0.3837 1.7242
H14 1.2623 -0.5313 0.5925
H15 1.6160 -2.6401 -1.3407
H16 3.4105 -1.2642 -2.0575
H17 1.6145 -0.9123 -2.3964
H18 4.5915 0.4957 -0.6273
H19 4.7451 2.4872 1.0757
H20 3.6657 4.0407 1.8025
H21 0.6729 3.4554 -0.1598
H22 0.4580 1.4332 -1.5982
H23 2.2240 -2.5639 1.4176


C15H23N6O5SY as an isolated structure. Source: the Open Molecules 2025 dataset; level of theory: wB97M-V/def2-TZVPD.

Spin multiplicity: 1
Relative energy (zero: lowest compared OMol25 entry of this formula, charge and spin): 0.0 kJ/mol
Orbital gap: 9.04 eV
Net charge: +2
HOMO level: -15.099 eV
E: -46978.4604 eV

Element x y z (Å)
Y1 0.3469 -0.5632 -0.5502
O1 2.6376 -2.9343 -3.6391
C1 2.1686 -2.1029 -2.7425
O2 1.0542 -2.2121 -2.2338
C2 3.0932 -0.9944 -2.3696
C3 4.3653 -0.7854 -2.8527
C4 5.0606 0.3213 -2.3566
C5 4.4698 1.1530 -1.4214
C6 3.1776 0.8604 -0.9929
N1 2.5291 -0.1938 -1.4628
C7 2.4267 1.6867 0.0446
O3 2.8984 2.7105 0.4559
O4 1.2832 1.1301 0.3821
H1 1.9682 -3.6214 -3.8147
H2 4.8014 -1.4495 -3.5850
H3 6.0640 0.5238 -2.7068
H4 4.9738 2.0199 -1.0172
C8 0.5308 -0.8362 4.3878
N2 -0.6252 -1.5117 3.7912
C9 -1.6478 -2.0772 4.6735
C10 -0.6432 -1.6957 2.4627
N3 0.3162 -1.3399 1.6513
N4 -1.7947 -2.2944 1.9705
C11 -2.1214 -2.5819 0.6544
N5 -3.1476 -3.4462 0.5445
N6 -1.5065 -2.0252 -0.3381
H5 0.2898 -0.5951 5.4171
H6 0.7261 0.1028 3.8679
H7 1.4238 -1.4636 4.3708
H8 -2.6302 -1.6428 4.4756
H9 -1.3913 -1.8291 5.6970
H10 -1.6853 -3.1661 4.6017
H11 1.0867 -0.9411 2.1749
H12 -2.4647 -2.5943 2.6564
H13 -3.4815 -3.9772 1.3295
H14 -3.5360 -3.6665 -0.3560
H15 -1.8714 -2.3821 -1.2169
O5 -1.0651 0.7916 -1.5916
S1 -2.3195 1.5773 -1.1159
C12 -2.8140 2.5322 -2.5730
C13 -2.6397 4.0131 -2.2309
C14 -1.4459 4.0989 -1.2882
C15 -1.6965 3.0202 -0.2393
H16 -3.8160 2.2320 -2.8706
H17 -2.0996 2.1936 -3.3265
H18 -3.5365 4.3892 -1.7350
H19 -2.5138 4.5899 -3.1456
H20 -1.3566 5.0738 -0.8117
H21 -0.5073 3.9040 -1.8097
H22 -2.5060 3.2940 0.4428
H23 -0.8289 2.7053 0.3420